No. 1
Density functional theory data (ωB97M-V/def2-TZVPD) for a molecular structure, C2HO3Tl at a distorted geometry.

XYZ file:
```
7
Properties=species:S:1:pos:R:3:lowdin_charge:R:1
O 0.60 0.84 -0.09 -0.1494
O -1.15 -0.63 -0.12 -0.0655
O 0.98 -1.36 -0.21 -0.1239
C -2.01 0.33 0.03 0.0674
C 0.29 -0.35 -0.07 -0.8047
H -1.51 1.13 0.64 0.0142
Tl 2.80 0.04 -0.19 1.0619
```

The value obtained for the relative energy (zero: lowest compared OMol25 entry of this formula, charge and spin) is 48.0 kJ/mol. The lowest unoccupied orbital energy is -0.67 eV. The HOMO energy is -8.29 eV.

No. 2
Density functional theory data (ωB97M-V/def2-TZVPD) for a molecular structure, C2LiO4Tl at a distorted geometry.

XYZ file:
```
8
Properties=species:S:1:pos:R:3:lowdin_charge:R:1
C -1.36 -0.28 -0.31 -0.6117
O -2.49 -0.46 -0.38 0.0095
O -0.12 -0.57 0.00 -0.3033
Tl 1.62 -2.40 0.74 0.8605
C 1.29 0.67 -0.30 -0.4169
O 2.36 -0.13 -0.26 -0.2386
O 1.07 1.83 -0.18 0.1226
Li -2.37 1.32 0.69 0.5780
```

The value obtained for the relative energy (zero: lowest compared OMol25 entry of this formula, charge and spin) is 495.3 kJ/mol. The lowest unoccupied orbital energy (alpha / beta) is -0.43 / -0.43 eV. The HOMO energy (alpha / beta) is -4.86 / -4.86 eV.

No. 3
Density functional theory data (ωB97M-V/def2-TZVPD) for a molecular structure, C2MnO4 at a distorted geometry.

XYZ file:
```
7
Properties=species:S:1:pos:R:3:lowdin_charge:R:1
O 2.00 -0.44 0.22 -0.0235
C 2.61 -1.27 0.71 0.2638
O -1.18 1.01 0.46 0.1023
O -1.55 -0.62 -1.05 0.2500
C -1.80 -0.10 -0.03 -0.5038
O -1.53 -0.28 1.24 0.3215
Mn 0.94 1.02 -0.72 1.5897
```

The lowest unoccupied orbital energy (alpha / beta) is -12.66 / -12.90 eV. As for the expectation value of S²: 8.751. Its net charge is +2. The HOMO energy (alpha / beta) is -21.77 / -21.76 eV. The spin multiplicity is 6.

No. 4
Density functional theory data (ωB97M-V/def2-TZVPD) for a single C2N4O3 molecule at a distorted geometry.

XYZ file:
```
9
Properties=species:S:1:pos:R:3:lowdin_charge:R:1
O 1.96 -0.66 1.43 0.2056
C 1.07 -0.39 0.73 -0.5160
N -0.08 -1.18 0.78 0.1761
N -1.24 -0.57 0.95 0.0523
N -1.67 0.19 0.25 0.0976
N -0.91 1.21 -0.22 0.2436
C -0.16 0.57 -1.06 -0.6135
O -0.28 0.47 -2.27 0.1831
O 1.05 0.37 -0.44 0.1711
```

The value obtained for the relative energy (zero: lowest compared OMol25 entry of this formula, charge and spin) is 290.4 kJ/mol. The lowest unoccupied orbital energy is -4.46 eV. The HOMO energy is -10.49 eV. The structure (SMILES) is O=c1nnnnc(=O)o1.

No. 5
Density functional theory data (ωB97M-V/def2-TZVPD) for 2 unconnected molecules or ions with the total composition C2N6O2 at a distorted geometry.

XYZ file:
```
10
Properties=species:S:1:pos:R:3:lowdin_charge:R:1
C -0.77 -0.56 1.06 -0.1646
C -0.38 -0.31 -0.33 -0.2470
N -1.13 -0.80 2.17 0.1644
N 1.43 1.47 1.43 0.0322
N -0.51 0.88 -0.81 0.0053
N 1.76 2.37 2.00 0.0591
N -0.54 1.91 -1.24 0.3319
N 0.00 -1.38 -1.19 -0.3881
O -0.46 -2.48 -0.92 0.0996
O 0.59 -1.09 -2.18 0.1072
```

The value obtained for the relative energy (zero: lowest compared OMol25 entry of this formula, charge and spin) is 0.0 kJ/mol. The lowest unoccupied orbital energy is -1.34 eV. The HOMO energy is -10.52 eV.

No. 6
Density functional theory data (ωB97M-V/def2-TZVPD) for 2 unconnected molecules or ions with the total composition C2NO5S at a distorted geometry.

XYZ file:
```
9
Properties=species:S:1:pos:R:3:lowdin_charge:R:1
C -2.07 0.35 -0.05 -0.5320
C -1.00 -0.57 -0.04 -0.3890
N -2.33 -1.00 -0.09 0.1883
O 3.11 -0.66 1.06 -0.2953
O -2.61 1.42 0.02 0.0002
O 0.23 -0.74 0.08 -0.0801
O 2.73 -0.22 -1.31 -0.2605
O 2.26 1.54 0.28 -0.2570
S 2.48 0.17 0.01 0.6255
```

The value obtained for the relative energy (zero: lowest compared OMol25 entry of this formula, charge and spin) is 283.4 kJ/mol. The lowest unoccupied orbital energy is 2.50 eV. Its net charge is -1. The HOMO energy is -4.39 eV.

Number 1: total energy -474.92344 Ha. Number 2: total energy -557.07792 Ha. Number 3: total energy -1527.19742 Ha. Number 4: total energy -520.62301 Ha. Number 5: total energy -555.08441 Ha. Number 6: total energy -905.36511 Ha.